Formula: C4H11NO
Source: the OMol25 dataset
Level of theory: wB97M-V/def2-TZVPD

Calculated values
ΔE to the lowest compared entry with this formula, charge and spin in kJ/mol: 197.4
SMILES: CC(C)NCO
HOMO-LUMO gap in eV: 9.736
Net charge: 0
LUMO level in eV: 0.98
Largest force on an atom in Eh/bohr: 0.11804
E in Ha: -288.9418

Atoms and positions in Å:
O -1.92 -1.29 0.01
N -0.49 0.42 0.89
C 1.17 1.59 -0.58
C -1.13 -0.86 1.11
C 0.95 -0.87 -0.61
C 0.19 0.44 -0.49
H 0.64 2.53 -0.21
H -0.53 0.58 -1.34
H 1.50 1.75 -1.64
H 0.16 -1.67 -0.94
H -0.79 1.22 1.44
H -2.70 -0.76 0.12
H -0.33 -1.67 1.24
H 1.57 -0.99 -1.36
H -1.75 -0.82 1.97
H 1.42 -0.96 0.32
H 2.02 1.37 0.09

=====

Formula: CH10O3S2
Source: the OMol25 dataset
Level of theory: wB97M-V/def2-TZVPD

Calculated values
ΔE to the lowest compared entry with this formula, charge and spin in kJ/mol: 86.0
SMILES: CSS.O.O.O
HOMO-LUMO gap in eV: 8.541
Net charge: 0
LUMO level in eV: 0.31
Largest force on an atom in Eh/bohr: 0.02593
E in Ha: -1066.1571

Atoms and positions in Å:
S -1.81 1.18 1.79
S -1.39 2.69 0.37
O 0.22 0.09 -2.37
O 1.30 -0.73 1.64
O 2.58 -0.93 -0.71
C -2.07 -0.23 0.64
H -1.76 0.07 -0.35
H 0.70 -0.29 -1.61
H 3.36 -0.40 -0.75
H -1.44 2.05 -0.81
H -3.16 -0.26 0.57
H 0.61 -1.01 1.03
H 0.84 0.54 -2.97
H -1.59 -1.16 0.92
H 2.68 -1.24 0.20
H 0.93 -0.35 2.43